Computed, not measured: an isolated molecule of C17H12ClN3O2 at a distorted geometry, with ωB97M-V/def2-TZVPD.

Calculated values
Maximum force, hartree/bohr: 0.0321
Spin multiplicity: 1
Structure (SMILES): Clc1cccc(C2=NO[C@H](c3nnc(-c4ccccc4)o3)C2)c1
Electronic energy, eV: -38909.686
Orbital gap, eV: 9.2
HOMO, eV: -8.936

Last column: natural (NBO) charge in e.
Element x y z (Å)
Cl  1.508655  0.819604  5.862852  0.01
C  1.744542  1.561895  4.318882  -0.02
C  1.968917  2.927420  4.243526  -0.23
C  2.157466  3.511159  3.000241  -0.19
C  2.123102  2.745797  1.852201  -0.19
C  1.896646  1.369353  1.931826  0.00
C  1.867268  0.569657  0.723351  0.15
N  2.052204  1.067748  -0.435558  -0.07
O  1.988790  0.124969  -1.407020  -0.34
C  1.669838  -1.157229  -0.839883  0.02
C  0.362572  -1.635907  -1.373397  0.43
N  -0.151104  -2.810737  -1.195590  -0.29
N  -1.338363  -2.816683  -1.822988  -0.29
C  -1.498190  -1.642547  -2.358634  0.44
C  -2.622918  -1.183257  -3.139949  -0.05
C  -2.642637  0.110094  -3.659122  -0.20
C  -3.725576  0.529911  -4.407992  -0.21
C  -4.786529  -0.330609  -4.641527  -0.20
C  -4.767155  -1.617810  -4.125020  -0.21
C  -3.690802  -2.049133  -3.375254  -0.19
O  -0.437985  -0.838029  -2.098425  -0.39
C  1.630611  -0.926356  0.682389  -0.47
C  1.705572  0.777092  3.179750  -0.25
H  1.995801  3.520881  5.143527  0.23
H  2.333123  4.573967  2.934538  0.22
H  2.269617  3.187429  0.880041  0.23
H  2.448954  -1.867170  -1.138585  0.23
H  -1.811046  0.773226  -3.473402  0.23
H  -3.742542  1.531301  -4.811543  0.22
H  -5.630105  0.002218  -5.227857  0.22
H  -5.595487  -2.285203  -4.309505  0.22
H  -3.651017  -3.044789  -2.963380  0.24
H  2.418664  -1.469480  1.203409  0.24
H  0.667658  -1.203091  1.112573  0.24
H  1.529471  -0.282925  3.270066  0.23

Forces on atoms 1 to 6 (eV/Å):
Cl 0.0 -0.1 0.2
C 0.0 0.2 -0.1
C 0.0 -0.2 0.1
C 0.0 0.0 -0.1
C 0.0 -0.1 0.0
C 0.0 0.5 0.5